# 1
A structure of composition C13H35Al2BBr4CsFKNNaO9SSi2, computed with ωB97M-V/def2-TZVPD.

```
72
Properties=species:S:1:pos:R:3
C -4.228 1.543 1.073
C -3.351 0.801 2.147
O -2.118 1.509 2.196
B -0.946 0.761 2.568
O -0.775 -0.687 2.444
Al 0.700 1.886 3.302
Br 0.015 3.919 4.359
H -5.142 2.020 1.507
H -3.589 2.315 0.609
H -4.462 0.847 0.262
H -3.280 -0.261 1.788
H -3.936 0.859 3.083
H -0.868 -1.112 3.329
H 1.616 1.040 4.323
H 1.600 2.255 2.035
K -2.502 -1.647 2.321
Al -4.510 3.312 2.534
C 0.459 -2.689 -0.602
Si 1.300 -3.539 -2.080
C 3.155 -3.330 -1.838
C 0.793 -2.577 -3.630
N 0.794 -5.144 -2.099
Si 1.295 -6.273 -3.247
C 3.156 -6.581 -3.229
C 0.790 -5.814 -5.015
C 0.459 -7.929 -2.854
H 0.754 -1.632 -0.547
H -0.635 -2.739 -0.711
H 0.745 -3.174 0.335
H 3.398 -2.289 -1.596
H 3.713 -3.588 -2.739
H 3.513 -3.953 -1.017
H -0.261 -2.748 -3.869
H 1.397 -2.862 -4.493
H 0.933 -1.500 -3.478
H 3.711 -5.742 -3.652
H 3.405 -7.468 -3.826
H 3.510 -6.753 -2.211
H -0.262 -5.520 -5.053
H 0.926 -6.669 -5.689
H 1.396 -4.995 -5.406
H -0.629 -7.829 -2.889
H 0.747 -8.275 -1.859
H 0.757 -8.694 -3.581
C 2.300 7.019 7.229
C 1.526 6.495 6.003
O 1.461 7.251 5.026
O 1.032 5.333 6.129
H 2.693 8.019 7.048
H 1.638 7.056 8.097
H 3.135 6.352 7.454
C -1.481 0.890 -4.710
Br -1.052 0.667 -2.843
Br 0.034 0.534 -5.836
Br -3.017 -0.165 -5.217
H -1.748 1.927 -4.853
C -6.143 8.258 2.461
C -5.959 7.077 1.473
O -6.621 6.029 1.970
H -5.739 8.025 3.441
H -5.613 9.144 2.092
H -7.200 8.532 2.578
H -4.855 6.983 1.331
H -6.279 7.475 0.475
O 6.647 -3.512 -2.456
S 6.774 -2.583 -1.351
O 6.188 -3.122 -0.129
O 6.198 -1.287 -1.685
O 8.244 -2.361 -1.026
Na 1.614 2.163 5.934
Cs -6.774 9.702 0.241
F 9.453 -0.956 -1.884
```

Output
Total charge ... -1
HOMO ... -3.2 eV

Löwdin population analysis, charges in e, atoms 1 to 5: C -0.1649; C -0.3568; O -0.0792; B -0.5569; O -0.2261

# 2
A structure of composition C4H5N, computed with ωB97M-V/def2-TZVPD.

```
10
Properties=species:S:1:pos:R:3
C 2.338 0.007 0.312
C 1.165 -0.288 0.336
C -0.191 -0.696 0.485
C -1.157 0.854 -0.334
N -1.185 -0.487 -0.450
H 3.369 0.275 0.270
H -0.394 -1.426 1.270
H -1.022 1.489 -1.213
H -1.490 1.319 0.583
H -1.433 -1.047 -1.258
```

Output
HOMO (spin up / spin down) ... -7.6 / -7.6 eV
Energy relative to the best compared isomer or geometry (same formula, charge and spin) ... 4.9892 eV

Löwdin population analysis, charges in e, atoms 1 to 5: C 0.0803; C -0.1829; C -0.2039; C -0.0063; N -0.0960

# 3
A cluster of 2 separate species, C4H9N2S in total, computed with ωB97M-V/def2-TZVPD.

```
16
Properties=species:S:1:pos:R:3
C 0.791 -1.157 1.736
C -1.124 -1.414 0.519
C -0.195 -0.403 -0.202
C 0.359 1.681 -1.865
N -0.331 -1.836 1.709
N 1.045 -0.517 0.566
S -0.330 -0.076 -1.931
H 1.613 -1.307 2.410
H -1.998 -0.885 0.858
H -1.409 -2.343 -0.040
H -0.713 1.321 0.349
H -0.429 2.150 -1.368
H 0.718 1.868 -2.847
H 1.252 1.659 -1.229
H -0.518 -2.463 2.443
H 1.871 0.127 0.277
```

Output
Total charge ... +1
HOMO (spin up / spin down) ... -12.6 / -12.6 eV
Energy relative to the best compared isomer or geometry (same formula, charge and spin) ... 4.3409 eV

Löwdin population analysis, charges in e, atoms 1 to 5: C -0.0499; C -0.1103; C -0.6060; C -0.3087; N 0.1091

# 4
An isolated molecule of C5H3NO, computed with ωB97M-V/def2-TZVPD.

```
10
Properties=species:S:1:pos:R:3
N -1.923 -2.329 0.196
C -1.448 -1.412 -0.316
C -0.400 -0.457 -0.171
C -0.549 0.877 0.287
C 0.697 1.390 0.233
O 1.594 0.457 -0.160
C 0.922 -0.691 -0.376
H -1.475 1.348 0.572
H 1.090 2.370 0.422
H 1.493 -1.552 -0.687
```

Output
SMILES string ... N#Cc1ccoc1
HOMO ... -9.5 eV
Energy relative to the best compared isomer or geometry (same formula, charge and spin) ... 0.6045 eV

Löwdin population analysis, charges in e, atoms 1 to 5: N 0.1701; C -0.1484; C -0.2596; C -0.0126; C -0.1055

# 5
An isolated molecule of C4H9NS, computed with ωB97M-V/def2-TZVPD.

```
15
Properties=species:S:1:pos:R:3
C -0.930 -1.997 0.076
N -1.049 -0.767 0.188
C 0.195 0.250 0.080
C 0.341 1.093 1.403
C -0.160 1.130 -1.083
S 1.764 -0.707 -0.115
H -1.716 -2.708 0.134
H -0.084 -2.487 -0.386
H -0.706 1.244 1.949
H 0.618 2.082 1.090
H 1.137 0.637 1.922
H 0.002 0.425 -1.940
H -1.185 1.340 -0.981
H 0.484 1.921 -1.149
H 1.290 -1.456 -1.189
```

Output
SMILES string ... C=NC(C)(C)S
HOMO ... -9.1 eV
Energy relative to the best compared isomer or geometry (same formula, charge and spin) ... 2.0355 eV

Löwdin population analysis, charges in e, atoms 1 to 5: C -0.1153; N 0.0112; C -0.8252; C -0.0933; C -0.1093

# 6
A cluster of 2 separate species, C2H6IN2O in total, computed with ωB97M-V/def2-TZVPD.

```
12
Properties=species:S:1:pos:R:3
C -0.218 0.265 -0.405
C 1.302 -0.840 1.100
N -2.262 0.191 -1.111
N 0.503 1.262 -0.781
O -0.043 -0.543 0.573
I -3.416 -0.256 0.495
H 1.154 -1.804 1.603
H 1.601 -0.068 1.819
H 2.111 -0.974 0.231
H -2.143 -0.603 -1.765
H 0.079 1.913 -1.411
H 1.334 1.458 -0.348
```

Output
Expectation value of S² ... 2.02
Total charge ... +1
HOMO (spin up / spin down) ... -12.2 / -13.8 eV
Multiplicity ... 3
Energy relative to the best compared isomer or geometry (same formula, charge and spin) ... 2.2877 eV

Löwdin population analysis, charges in e, atoms 1 to 5: C -0.2591; C 0.0110; N -0.4546; N 0.2459; O -0.0793

# 7
A structure of composition C7H5DyNO4S, computed with ωB97M-V/def2-TZVPD.

```
19
Properties=species:S:1:pos:R:3
Dy 0.219 -0.207 0.327
C -0.728 -2.308 -0.398
O -1.288 -3.262 -0.684
C -1.057 0.086 -1.848
O -1.606 0.313 -2.832
C 1.517 -0.646 -1.687
O 2.116 -0.915 -2.634
C -2.256 -0.087 0.526
O -3.404 -0.097 0.612
H 1.698 4.504 1.122
H 1.387 4.653 0.471
S 2.959 -2.490 3.097
C 2.177 -1.430 4.256
C 1.269 -0.596 3.646
N 1.188 -0.822 2.243
C 2.081 -1.778 1.817
H 2.429 -1.440 5.314
H 0.665 0.176 4.112
H 2.274 -1.977 0.754
```

Output
Expectation value of S² ... 9.34
Total charge ... +3
HOMO (spin up / spin down) ... -20.9 / -20.9 eV
Multiplicity ... 6

Löwdin population analysis, charges in e, atoms 1 to 5: Dy 1.6056; C -0.0385; O 0.2818; C -0.0675; O 0.2721

# 8
A structure of composition C31H62N6O7S, computed with ωB97M-V/def2-TZVPD.

```
107
Properties=species:S:1:pos:R:3
C -1.004 -3.114 0.491
C -1.034 -2.099 -0.629
O -1.962 -2.078 -1.390
N 0.042 -1.178 -0.786
C 1.171 -1.778 -1.501
C 0.425 -0.498 0.472
C -0.176 0.919 0.524
C -1.037 1.234 1.746
C -2.026 0.154 2.157
C -3.230 -0.134 1.271
C -4.002 -1.205 1.598
C -5.147 -1.607 0.869
C -5.544 -0.945 -0.243
C -4.793 0.190 -0.650
N -5.030 0.975 -1.691
S -3.920 2.126 -1.686
N -3.082 1.703 -0.382
C -3.648 0.607 0.113
H -1.674 -3.919 0.216
H -0.008 -3.517 0.653
H -1.397 -2.650 1.391
H 1.861 -2.312 -0.846
H 0.760 -2.482 -2.220
H 1.681 -1.028 -2.093
H 1.508 -0.417 0.463
H 0.176 -1.092 1.349
H -0.697 1.081 -0.409
H 0.658 1.620 0.527
H -0.369 1.395 2.594
H -1.543 2.180 1.593
H -1.528 -0.797 2.310
H -2.420 0.421 3.137
H -3.742 -1.781 2.474
H -5.692 -2.465 1.227
H -6.400 -1.234 -0.830
C -3.570 -2.638 5.392
O -4.478 -1.572 5.189
C -5.673 -1.669 5.956
C -5.718 -0.599 7.026
N -4.725 -0.842 8.065
C -4.545 0.261 9.006
C -4.041 1.598 8.467
O -2.705 1.578 8.001
C -2.529 1.156 6.662
H -2.788 -2.551 4.638
H -3.100 -2.597 6.380
H -4.062 -3.608 5.271
H -5.782 -2.667 6.389
H -6.511 -1.507 5.271
H -6.713 -0.594 7.481
H -5.572 0.367 6.526
H -3.835 -1.041 7.629
H -3.834 -0.077 9.763
H -5.496 0.433 9.520
H -4.050 2.303 9.303
H -4.704 2.017 7.701
H -3.374 1.441 6.030
H -2.372 0.076 6.596
H -1.631 1.642 6.279
C 3.796 2.503 1.762
O 3.519 2.150 0.420
C 3.286 3.258 -0.443
C 4.409 3.422 -1.444
N 5.640 3.866 -0.801
C 6.822 3.833 -1.658
C 7.288 2.486 -2.204
O 7.792 1.598 -1.225
C 6.825 0.813 -0.553
H 3.779 1.587 2.352
H 4.783 2.964 1.871
H 3.037 3.185 2.157
H 3.131 4.176 0.132
H 2.363 3.049 -0.992
H 4.112 4.167 -2.188
H 4.531 2.461 -1.960
H 5.813 3.289 0.012
H 7.648 4.257 -1.081
H 6.651 4.507 -2.503
H 8.125 2.686 -2.878
H 6.517 1.991 -2.807
H 5.979 0.566 -1.200
H 6.460 1.308 0.351
H 7.309 -0.114 -0.246
C 3.292 -0.027 -8.714
O 2.233 0.491 -7.934
C 0.933 0.182 -8.425
C 0.210 -0.781 -7.507
N 0.810 -2.109 -7.546
C 0.314 -3.033 -6.528
C 0.547 -2.688 -5.061
O 1.903 -2.741 -4.651
C 2.658 -1.572 -4.911
H 4.217 0.410 -8.341
H 3.368 -1.117 -8.635
H 3.180 0.246 -9.767
H 0.983 -0.212 -9.444
H 0.370 1.119 -8.456
H -0.834 -0.855 -7.825
H 0.224 -0.345 -6.499
H 1.812 -2.022 -7.444
H 0.783 -4.001 -6.717
H -0.761 -3.168 -6.683
H 0.032 -3.449 -4.469
H 0.097 -1.728 -4.778
H 2.050 -0.666 -4.848
H 3.146 -1.617 -5.888
H 3.447 -1.511 -4.159
```

Output
HOMO ... -8.6 eV

Löwdin population analysis, charges in e, atoms 1 to 5: C 0.0108; C -0.4887; O 0.1119; N -0.1248; C -0.0528

Number 1: strongest force on any atom 9.20 eV/A, calculated total energy -378592.7812 eV. Number 2: strongest force on any atom 0.41 eV/A, calculated total energy -5713.8574 eV. Number 3: strongest force on any atom 3.55 eV/A, calculated total energy -18099.1859 eV. Number 4: strongest force on any atom 2.42 eV/A, calculated total energy -8769.4019 eV. Number 5: strongest force on any atom 4.19 eV/A, calculated total energy -16617.4189 eV. Number 6: strongest force on any atom 3.18 eV/A, calculated total energy -15287.0884 eV. Number 7: strongest force on any atom 6.74 eV/A, calculated total energy -51904.4382 eV. Number 8: strongest force on any atom 0.81 eV/A, calculated total energy -67256.1174 eV.